Here is a 7-piece molecular cluster, C52H59N7O17 overall at a distorted geometry from OMol25. Energies are from ωB97M-V/def2-TZVPD.

Structure (XYZ):
```
135
Properties=species:S:1:pos:R:3:forces:R:3:mulliken_charge:R:1
O 2.156 3.502 0.916 -0.3 0.5 0.1 -0.425
O 1.405 3.666 10.595 0.1 -0.1 -0.2 -0.606
O 3.708 -0.806 -2.694 -0.2 0.0 0.0 -0.611
O -8.300 -8.653 -4.106 0.0 0.1 0.1 -0.588
O 1.847 -0.567 -1.631 0.1 0.0 -0.1 -0.589
O -2.491 2.440 -3.076 0.1 0.0 0.2 -0.665
O -6.421 -1.394 -6.206 0.0 0.1 -0.2 -0.566
O -5.882 -14.285 -1.341 -0.1 0.2 -0.1 -0.608
O -8.957 -7.118 -2.744 0.1 -0.1 -0.1 -0.611
O -6.875 -13.351 -3.012 0.1 0.0 0.2 -0.601
O 8.239 3.512 2.958 0.1 0.5 0.6 -0.206
O -1.057 2.759 -1.500 -0.2 0.0 -0.2 -0.660
O -6.981 -0.870 -8.218 0.1 0.0 0.2 -0.612
O 9.952 2.385 2.092 2.0 0.5 -1.6 -0.535
O 1.277 3.602 8.444 0.1 -0.1 0.2 -0.602
O 4.225 1.545 4.668 -1.0 -2.1 2.2 -0.524
O 4.297 3.619 3.928 -0.1 -0.6 -0.4 -0.463
N 1.770 3.266 9.505 -0.2 0.1 0.0 1.022
N -8.469 -7.488 -3.797 -0.1 -0.1 0.1 1.007
N -6.398 -13.330 -1.893 0.0 -0.2 -0.1 1.004
N 2.496 -0.708 -2.651 0.1 0.0 0.1 1.052
N -2.087 2.286 -1.935 0.1 0.0 -0.1 1.054
N 0.928 3.572 3.518 -0.6 0.8 0.7 -0.093
N -6.329 -0.703 -7.206 -0.1 -0.1 0.0 1.034
C -6.451 -12.060 -1.151 0.0 0.3 0.2 0.104
C 5.415 5.514 2.570 0.3 0.1 -0.9 0.113
C -5.263 1.234 -8.289 -0.1 0.1 -0.3 -0.475
C -8.195 -5.122 -4.423 -0.1 0.2 0.2 -0.421
C 8.656 1.317 3.733 -0.4 0.5 0.2 -0.281
C -0.311 -0.617 -5.106 0.1 0.0 -0.1 -0.195
C 8.267 5.987 3.101 0.6 -0.2 -0.3 -0.649
C 4.526 1.005 10.613 0.0 0.0 -0.1 -0.400
C -7.100 -5.871 -6.866 0.0 0.1 0.1 -0.573
C -2.481 1.304 0.286 0.2 0.1 0.2 -0.267
C 6.080 6.632 1.765 -0.2 0.4 0.2 -0.903
C -4.069 0.894 -1.488 -0.2 0.0 -0.2 -0.236
C 8.795 4.709 2.401 -0.5 1.6 -0.4 -0.727
C 2.452 -0.929 -5.105 0.2 0.0 -0.1 -0.481
C -7.062 -10.962 -1.731 -0.1 0.1 -0.2 -0.480
C -4.841 0.142 -0.618 0.1 0.0 0.1 -0.528
C -5.899 -11.995 0.116 0.1 -0.1 0.2 -0.451
C -4.370 2.294 -8.254 0.1 0.0 0.1 -0.404
C 4.649 2.315 3.904 1.0 1.3 -1.4 0.222
C 3.352 1.863 8.243 -0.1 0.1 -0.3 -0.351
C 3.351 4.023 2.907 -0.4 2.1 -0.5 2.702
C -3.593 2.513 -7.124 0.0 0.0 0.0 -0.789
C -6.586 -9.696 0.255 0.0 0.0 0.0 -0.575
C 7.554 6.967 2.155 -0.6 -0.3 0.3 -0.901
C -7.130 -9.775 -1.020 0.1 0.1 0.1 -0.020
C 1.752 -0.948 -6.300 -0.1 0.0 0.0 -0.390
C 2.078 4.495 3.674 -0.4 -0.9 -0.2 -1.883
C 3.460 1.890 10.655 0.0 0.0 0.3 -0.436
C 5.009 0.555 9.391 0.0 0.0 0.0 -0.481
C -7.228 -4.527 -6.540 0.0 0.0 -0.1 -0.209
C 4.420 0.982 8.209 0.1 -0.1 0.1 -0.479
C -3.260 0.552 1.151 -0.1 -0.1 -0.1 -0.660
C 9.038 2.462 2.834 -0.1 -2.4 0.5 0.631
C -2.899 1.470 -1.023 -0.2 -0.2 0.2 -0.050
C 3.025 2.950 1.891 -0.4 -0.6 -0.6 -2.027
C -8.051 -6.458 -4.757 0.1 0.2 -0.2 0.039
C 7.641 0.485 3.481 -0.4 -0.5 0.1 -0.816
C -7.511 -6.845 -5.971 0.1 -0.2 -0.2 -0.252
C 1.758 -0.752 -3.921 -0.2 0.0 -0.2 0.078
C -3.702 1.669 -6.026 0.1 0.0 -0.1 -0.117
C 0.251 3.356 4.820 0.3 0.1 -0.5 -1.061
C -5.367 0.408 -7.184 0.2 0.2 0.0 -0.260
C -4.594 0.610 -6.054 0.1 -0.1 0.2 -0.032
C -5.967 -10.804 0.820 -0.1 0.1 -0.1 -0.348
C 3.969 5.243 2.139 0.9 0.1 0.5 -1.405
C 0.373 -0.788 -6.302 0.0 0.0 0.0 -0.563
C 0.382 -0.601 -3.907 -0.2 0.1 0.1 -0.508
C -7.778 -4.153 -5.321 0.0 -0.1 0.0 -0.348
C 2.888 2.311 9.467 0.2 -0.2 0.0 0.023
C 2.743 2.885 -1.401 -0.2 0.0 -0.1 -1.127
C -4.439 -0.026 0.701 0.0 0.0 0.0 -0.401
C 1.929 2.588 -0.142 0.8 -0.9 -0.1 0.184
H 5.401 2.002 3.166 0.1 0.4 -0.3 0.375
H 5.979 4.602 2.372 0.1 -0.1 0.4 0.116
H 2.899 2.192 7.319 0.0 0.1 0.1 0.596
H 0.758 2.528 5.311 -0.2 0.1 0.3 0.257
H 1.776 5.500 3.376 0.2 0.0 -0.1 0.354
H -7.407 -7.890 -6.226 -0.1 0.0 0.1 0.451
H -1.563 1.752 0.640 0.0 0.1 -0.1 0.563
H 3.735 3.292 -1.195 -0.1 0.0 0.2 0.332
H 7.557 7.934 2.659 0.0 0.1 -0.1 0.401
H 3.526 -1.051 -5.106 0.0 0.0 0.2 0.461
H 0.248 4.080 2.965 0.2 -0.3 -0.4 0.202
H 5.847 -0.130 9.360 0.0 0.0 0.0 0.382
H 5.997 6.438 0.693 0.1 -0.2 0.0 0.396
H 2.902 1.941 -1.925 -0.1 0.1 -0.2 0.112
H 3.089 2.241 11.607 -0.1 0.1 -0.1 0.442
H -0.801 3.125 4.655 0.1 -0.3 -0.1 0.341
H 2.224 3.571 -2.070 0.0 0.1 0.0 0.337
H 9.220 1.146 4.647 -0.7 1.3 0.7 0.356
H 9.881 4.729 2.435 0.0 -0.6 0.2 0.572
H -5.420 -12.856 0.559 -0.1 -0.1 -0.1 0.444
H 7.516 -0.064 2.551 -0.9 1.3 -0.7 0.329
H 8.526 4.807 1.347 0.0 -0.5 0.0 0.334
H -7.488 -11.018 -2.723 0.0 -0.1 0.0 0.512
H 2.329 4.529 4.734 0.2 0.1 0.0 0.494
H 2.236 1.592 0.201 -0.1 0.0 0.0 0.396
H -5.759 -0.312 -0.967 0.0 0.0 0.0 0.407
H 3.984 5.053 1.065 -0.2 0.0 0.0 0.082
H 0.259 4.254 5.449 0.1 -0.1 0.1 0.401
H 2.283 -1.084 -7.233 0.0 0.0 0.0 0.382
H 4.793 0.631 7.256 -0.1 0.0 0.0 0.519
H -6.645 -8.769 0.810 0.0 0.0 0.0 0.387
H 7.697 5.745 3.994 -0.3 -0.1 -0.1 0.383
H 2.489 2.105 2.334 0.3 -0.1 0.3 0.718
H -3.093 1.840 -5.149 -0.1 0.0 0.0 0.451
H 9.151 6.513 3.470 0.0 0.0 0.1 0.484
H 6.916 0.282 4.268 0.9 -1.4 0.4 0.248
H -0.171 -0.796 -7.238 0.0 0.0 0.0 0.399
H -1.387 -0.494 -5.109 0.0 0.0 0.0 0.470
H 3.396 6.157 2.302 -0.2 -0.1 -0.1 0.462
H -7.610 -8.912 -1.460 0.0 -0.1 0.0 0.259
H 8.131 7.077 1.235 0.2 0.1 0.1 0.286
H -4.680 -0.045 -5.198 -0.1 -0.1 -0.1 0.521
H -5.048 -0.608 1.380 0.0 0.0 0.0 0.386
H -4.386 1.026 -2.512 0.1 0.1 0.0 0.502
H 0.876 2.481 -0.387 -0.1 0.5 0.2 -0.019
H -4.283 2.952 -9.108 0.0 0.0 0.0 0.385
H -2.900 3.345 -7.098 0.0 0.0 0.0 0.448
H -2.948 0.419 2.178 0.0 0.0 0.0 0.417
H 5.493 5.776 3.621 -0.1 -0.3 0.2 0.389
H -6.674 -6.159 -7.818 0.0 0.0 0.0 0.378
H -5.542 -10.740 1.813 0.0 0.0 0.0 0.372
H -0.153 -0.467 -2.977 0.2 0.0 0.1 0.505
H -5.866 1.066 -9.169 -0.1 -0.1 0.1 0.471
H 4.984 0.670 11.534 0.0 0.0 0.0 0.371
H -8.622 -4.829 -3.475 0.0 -0.2 0.0 0.430
H 3.910 2.583 1.351 0.3 0.1 0.4 0.782
H -7.878 -3.106 -5.073 0.0 0.0 0.0 0.415
H -6.900 -3.767 -7.237 0.0 0.0 0.0 0.279
H 5.492 7.542 1.928 0.0 0.0 -0.1 0.333
```
Forces are in eV/Å.

Output
- Frontier orbital gap: 7.8 eV
- Energy: -3678.57658 a.u.
- E_HOMO: -8.9 eV
- 2S+1: 1
- Structure (SMILES): C=CC(=O)OCCCCCC[C@@](CNC)(COCC)OC=O.O=[N+]([O-])c1ccccc1.O=[N+]([O-])c1ccccc1.O=[N+]([O-])c1ccccc1.O=[N+]([O-])c1ccccc1.O=[N+]([O-])c1ccccc1.O=[N+]([O-])c1ccccc1